(1)
24 unconnected molecules or ions with the total composition C6H60NO28S at a distorted geometry, computed with ωB97M-V with the def2-TZVPD basis set.

ΔE to the lowest compared entry with this formula, charge and spin ... 19.10 kcal per mole
Spin multiplicity ... 1
Total charge ... -1
E ... -2824.0106 Ha

Atoms and positions in Å:
C1 0.734 0.161 4.023
O1 0.668 -0.612 2.748
C2 0.047 0.138 1.703
C3 -0.457 -0.788 0.532
N1 -1.418 -0.118 -0.370
H1 -1.654 -0.923 -0.987
H2 -2.344 0.337 0.027
C4 -0.802 0.883 -1.263
C5 0.272 0.379 -2.130
O2 0.498 1.362 -3.114
C6 1.677 0.982 -3.881
H3 1.381 -0.405 4.509
H4 -0.177 0.468 4.529
H5 1.407 1.120 3.745
H6 0.589 1.206 1.122
H7 -0.738 0.729 2.155
H8 -0.813 -1.695 1.208
H9 0.322 -1.337 0.113
H10 -0.492 1.636 -0.756
H11 -1.518 1.288 -1.881
H12 -0.050 -0.440 -2.831
H13 1.017 0.184 -1.498
H14 2.577 1.183 -3.624
H15 1.563 1.379 -4.716
H16 1.435 0.070 -4.134
S1 -4.740 0.627 -1.127
O3 -5.732 -0.238 -0.508
O4 -5.431 1.802 -1.578
O5 -3.793 1.038 -0.129
O6 -4.130 -0.072 -2.225
O7 -2.512 3.117 1.028
H17 -2.044 3.475 0.238
H18 -2.962 2.387 0.645
O8 2.230 -2.451 -2.321
H19 3.026 -2.395 -1.783
H20 2.512 -2.210 -3.260
O9 2.830 -2.931 3.403
H21 1.911 -2.870 3.686
H22 3.007 -1.961 3.580
O10 -1.346 -4.153 0.948
H23 -0.526 -4.025 0.577
H24 -1.428 -5.177 1.159
O11 -3.421 -0.617 2.148
H25 -3.568 -0.203 3.017
H26 -3.884 -0.067 1.385
O12 3.418 -1.776 -4.739
H27 3.196 -1.293 -5.620
H28 4.202 -1.356 -4.391
O13 -0.049 -3.262 -4.527
H29 0.001 -2.831 -3.577
H30 0.308 -4.095 -4.094
O14 -3.697 3.864 -1.603
H31 -3.060 3.771 -2.262
H32 -4.377 3.220 -1.727
O15 -2.083 -3.218 3.402
H33 -2.373 -2.341 3.020
H34 -1.967 -3.473 2.404
O16 -3.173 0.554 4.689
H35 -4.069 0.504 4.952
H36 -2.839 0.070 5.452
O17 3.453 1.296 2.070
H37 4.431 1.586 2.179
H38 3.144 2.090 1.676
O18 -2.814 0.272 -4.387
H39 -2.810 -0.581 -4.970
H40 -3.313 0.093 -3.624
O19 2.029 3.799 0.072
H41 1.150 3.967 -0.034
H42 2.092 4.123 1.009
O20 3.029 -1.191 0.800
H43 2.641 -1.784 1.298
H44 3.070 -0.398 1.401
O21 1.367 -3.946 -0.237
H45 1.580 -3.078 -0.741
H46 2.014 -4.392 0.243
O22 2.198 -1.217 -7.092
H47 1.321 -0.738 -6.935
H48 1.932 -2.015 -7.267
O23 -0.706 4.057 -1.085
H49 -0.771 3.692 -1.954
H50 -0.806 4.935 -1.469
O24 2.053 2.284 6.664
H51 2.505 2.320 5.936
H52 2.212 3.023 7.198
O25 -2.209 -2.175 -1.882
H53 -2.524 -3.003 -1.681
H54 -3.008 -1.681 -2.040
O26 3.935 -0.428 4.178
H55 4.815 -0.705 3.787
H56 3.799 0.208 3.564
O27 -1.780 3.396 -3.661
H57 -1.825 2.605 -3.994
H58 -1.058 3.776 -4.005
O28 4.165 0.174 6.695
H59 4.019 0.268 5.753
H60 3.531 0.721 7.064

Results of the Löwdin charge analysis, in e, for atoms 1 through 2: C -0.02; O -0.20

(2)
2 unconnected molecules or ions with the total composition C6H6Br3N at a distorted geometry, computed with ωB97M-V with the def2-TZVPD basis set.

ΔE to the lowest compared entry with this formula, charge and spin ... 22.57 kcal per mole
Spin multiplicity ... 1
Total charge ... 0
E ... -8008.9786 Ha

Atoms and positions in Å:
Br1 2.288 -0.744 2.581
C1 3.062 -2.378 1.706
Br2 3.254 -3.894 3.102
Br3 4.689 -1.978 0.704
H1 2.395 -2.570 0.865
C2 -0.578 0.940 -1.626
C3 -0.810 2.168 -1.018
C4 -1.864 2.301 -0.057
N1 -2.663 1.211 0.251
C5 -2.341 -0.014 -0.352
C6 -1.314 -0.185 -1.301
H2 0.269 0.791 -2.279
H3 -0.222 3.047 -1.233
H4 -2.151 3.273 0.317
H5 -2.932 -0.816 0.063
H6 -1.083 -1.152 -1.723

Results of the Löwdin charge analysis, in e, for atoms 1 through 2: Br 0.49; C -1.46

(3)
2 unconnected molecules or ions with the total composition C6H6BrF2IN2 at a distorted geometry, computed with ωB97M-V with the def2-TZVPD basis set.

ΔE to the lowest compared entry with this formula, charge and spin ... 22.62 kcal per mole
Spin multiplicity ... 1
Total charge ... 0
E ... -3413.0122 Ha

Atoms and positions in Å:
C1 -1.102 -3.021 -1.099
C2 -0.024 -2.177 -0.825
C3 -0.516 -1.225 0.054
C4 -0.048 1.263 -0.255
C5 0.173 0.044 0.615
C6 -3.198 -0.289 1.639
N1 -2.188 -2.397 -0.613
N2 -1.842 -1.295 -0.085
F1 -2.411 -0.466 2.653
F2 -4.187 -1.099 1.604
Br1 -3.736 1.482 1.257
I1 2.030 -2.388 -1.218
H1 -1.279 -3.806 -1.817
H2 0.613 2.014 0.212
H3 -1.170 1.437 -0.430
H4 0.273 1.094 -1.310
H5 -0.411 0.247 1.539
H6 1.194 -0.082 0.922

Results of the Löwdin charge analysis, in e, for atoms 1 through 2: C -0.19; C -0.70

(4)
A molecular structure, C6H6BrI2NORe at a distorted geometry, computed with ωB97M-V with the def2-TZVPD basis set.

Spin multiplicity ... 2
Total charge ... +4
E ... -3607.8940 Ha

Atoms and positions in Å:
Re1 -1.407 0.947 0.663
I1 -3.588 2.319 1.524
C1 -4.664 1.628 -0.185
I2 -3.235 0.413 -1.235
H1 -4.946 2.455 -0.824
H2 -5.496 1.001 0.111
O1 4.036 -1.528 -0.032
C2 2.850 -1.096 -0.048
C3 1.861 -1.386 -1.072
C4 0.616 -0.850 -0.960
N1 0.255 -0.030 0.105
C5 1.245 0.213 1.056
Br1 0.432 1.357 2.363
C6 2.494 -0.242 1.073
H3 4.352 -2.114 -0.760
H4 2.105 -2.020 -1.916
H5 -0.132 -1.050 -1.704
H6 3.223 -0.018 1.844

Results of the Löwdin charge analysis, in e, for atoms 1 through 2: Re 0.83; I 1.23

(5)
A gas-phase ion, C6H6BrIN4 (charge +2) at a distorted geometry, computed with ωB97M-V with the def2-TZVPD basis set.

ΔE to the lowest compared entry with this formula, charge and spin ... 6.00 kcal per mole
Spin multiplicity ... 1
Total charge ... +2
E ... -3322.2204 Ha

Atoms and positions in Å:
N1 2.175 -0.993 -0.680
C1 1.065 -0.020 -0.613
Br1 2.124 1.697 0.205
N2 0.638 0.414 -1.821
C2 -0.701 0.541 -1.869
I1 -1.561 1.561 -3.419
C3 -1.191 0.240 -0.525
C4 -2.260 0.633 0.244
N3 -2.368 0.324 1.528
C5 -1.373 -0.187 2.186
C6 -0.105 -0.407 1.520
N4 -0.096 -0.243 0.222
H1 3.107 -0.599 -1.183
H2 1.915 -1.882 -1.279
H3 2.360 -1.319 0.273
H4 -3.159 1.287 -0.043
H5 -1.459 -0.553 3.253
H6 0.889 -0.496 2.001

Results of the Löwdin charge analysis, in e, for atoms 1 through 2: N 0.20; C -0.71

(6)
C6H6Cl2 in the gas phase at a distorted geometry, computed with ωB97M-V with the def2-TZVPD basis set.

ΔE to the lowest compared entry with this formula, charge and spin ... 23.26 kcal per mole
Spin multiplicity ... 1
Total charge ... 0
E ... -1152.5550 Ha

Atoms and positions in Å:
Cl1 -2.950 1.744 0.092
C1 -1.881 0.399 0.293
C2 -1.978 -0.723 -0.439
C3 -1.098 -1.875 -0.269
C4 0.242 -1.851 -0.105
C5 1.107 -0.672 -0.147
C6 2.387 -0.751 0.162
Cl2 3.453 0.614 0.108
H1 -1.153 0.523 1.078
H2 -2.788 -0.801 -1.181
H3 -1.574 -2.840 -0.314
H4 0.745 -2.788 0.025
H5 0.669 0.283 -0.472
H6 2.875 -1.622 0.496

Results of the Löwdin charge analysis, in e, for atoms 1 through 2: Cl 0.60; C -0.58

(7)
A molecular structure, C6H6Cl2LaLuN2O3 at a distorted geometry, computed with ωB97M-V with the def2-TZVPD basis set.

ΔE to the lowest compared entry with this formula, charge and spin ... 45.82 kcal per mole
Spin multiplicity ... 1
Total charge ... +4
E ... -2753.3034 Ha

Atoms and positions in Å:
Lu1 -0.866 -0.736 -5.799
La1 -1.731 0.436 -1.012
Cl1 0.894 0.775 -5.257
Cl2 -0.786 -1.776 -1.695
C1 -1.967 -1.313 0.653
C2 -2.284 0.725 -5.123
C3 -2.997 -1.600 -4.992
O1 -2.059 -2.204 1.429
O2 -3.066 1.388 -4.517
O3 -3.994 -1.931 -4.523
C4 2.583 -0.442 2.673
N1 1.453 0.516 2.578
C5 1.392 1.577 3.635
C6 0.717 0.571 1.534
N2 -0.037 0.592 0.608
H1 3.064 -0.332 3.640
H2 3.325 -0.260 1.888
H3 2.230 -1.476 2.582
H4 1.666 2.559 3.218
H5 0.380 1.643 4.056
H6 2.084 1.287 4.425

Results of the Löwdin charge analysis, in e, for atoms 1 through 2: Lu 1.53; La 1.67

(8)
A molecular structure, C6H6Cl2N2O3PmSSc at a distorted geometry, computed with ωB97M-V with the def2-TZVPD basis set.

ΔE to the lowest compared entry with this formula, charge and spin ... 19.99 kcal per mole
Spin multiplicity ... 5
Total charge ... +4
E ... -3253.5337 Ha

Atoms and positions in Å:
Sc1 3.373 3.702 -4.125
Pm1 0.769 0.017 -0.540
Cl1 3.539 1.696 -2.894
Cl2 -0.128 2.332 -0.617
C1 0.786 -0.798 1.821
C2 4.799 4.051 -5.723
C3 5.046 4.727 -3.308
O1 0.611 -0.940 2.963
O2 5.861 4.317 -6.113
O3 6.108 5.152 -3.037
S1 -1.519 -1.225 -0.925
C4 -1.993 -1.572 0.734
N1 -3.005 -0.969 1.368
C5 -3.437 -1.731 2.543
C6 -2.436 -2.888 2.595
N2 -1.557 -2.620 1.453
H1 -3.420 -0.154 0.918
H2 -4.454 -2.108 2.409
H3 -3.366 -1.073 3.417
H4 -2.929 -3.857 2.470
H5 -1.838 -2.859 3.514
H6 -0.808 -3.199 1.079

Results of the Löwdin charge analysis, in e, for atoms 1 through 2: Sc 1.16; Pm 1.20